# 1
ORCA calculation (the ωB97M-V functional and the def2-TZVPD basis) on a structure of composition C18H54ClO13S9.

The geometry in XYZ format:
```
95
Properties=species:S:1:pos:R:3:lowdin_charge:R:1
Cl 0.00343 0.30204 -0.09511 0.78
O -0.42726 -0.64815 0.89396 -0.43
O 1.30327 -0.09296 -0.62661 -0.46
O -0.90920 0.32548 -1.17577 -0.39
O 0.04062 1.56652 0.49803 -0.33
C -0.93506 -1.84710 -3.26513 -0.23
S 0.68865 -1.02021 -3.23140 0.92
O 1.28764 -1.38886 -4.59520 -0.52
C 1.46990 -2.02821 -1.85457 -0.30
H -1.42710 -1.62184 -4.21130 0.07
H -1.43681 -1.65975 -2.31579 -0.02
H -0.82874 -2.93095 -3.21963 0.06
H 1.31010 -3.10174 -1.95509 0.06
H 1.05835 -1.85478 -0.86026 0.00
H 2.55798 -1.96371 -1.85933 0.07
C -0.80235 2.71051 4.73622 -0.21
S -0.13962 1.04343 4.21003 0.88
O -0.64251 0.07740 5.24216 -0.55
C -1.18492 0.80096 2.72185 -0.27
H -0.52648 2.85366 5.78097 0.04
H -1.88914 2.69119 4.81750 0.05
H -0.47366 3.50342 4.06439 0.05
H -2.25371 0.76024 2.93188 0.05
H -0.89932 -0.04972 2.10306 -0.05
H -0.98354 1.68422 2.11572 0.07
C -1.51791 -2.64155 -0.66260 -0.35
S -0.49221 -4.01065 -0.09148 0.96
O 0.43649 -4.52286 -1.20354 -0.57
C 0.70850 -3.10606 1.04508 -0.25
H -2.14086 -2.18407 0.10601 -0.07
H -2.00559 -2.78451 -1.62688 0.07
H -0.84120 -1.81056 -0.86158 0.01
H 1.46440 -3.78888 1.43298 0.04
H 0.16148 -2.77019 1.92601 0.06
H 1.16782 -2.24384 0.56166 -0.03
C -3.24559 0.55254 0.48050 -0.23
S -4.68661 0.87830 -0.67259 0.92
O -5.31382 2.23872 -0.27762 -0.59
C -3.54136 1.28009 -2.10265 -0.27
H -3.45819 1.00180 1.45058 0.06
H -2.31079 0.99118 0.13142 0.03
H -3.13898 -0.50253 0.73264 -0.01
H -4.02962 1.17471 -3.07147 0.07
H -2.59304 0.74640 -2.03983 0.03
H -3.38061 2.35715 -2.05588 0.02
C 3.98714 1.39665 0.80400 -0.23
S 3.66980 1.06279 2.60094 0.92
O 3.58286 2.41499 3.34672 -0.62
C 1.81800 0.54727 2.29671 -0.24
H 5.05941 1.54894 0.68094 0.05
H 3.38694 2.23008 0.43895 0.05
H 3.72606 0.48693 0.26332 0.02
H 1.27244 0.43890 3.23411 -0.07
H 1.80834 -0.43735 1.82926 0.02
H 1.32042 1.32850 1.72207 0.03
C -4.42320 -3.19618 2.61872 -0.24
S -3.12398 -2.80860 1.38372 0.89
O -3.89886 -2.20015 0.17225 -0.56
C -2.18982 -1.60147 2.43864 -0.24
H -4.03375 -3.83897 3.40817 0.05
H -5.25166 -3.72270 2.14487 0.05
H -4.88442 -2.37563 3.16832 0.05
H -2.84185 -0.86201 2.90357 0.06
H -1.46864 -1.05267 1.83299 -0.05
H -1.62093 -2.14712 3.19144 0.09
C -1.49563 2.61080 -2.37269 -0.25
S -0.98503 4.39734 -1.95616 0.90
O -2.11483 4.98467 -1.06253 -0.57
C 0.50392 4.09353 -0.85672 -0.22
H -1.56609 2.02295 -1.45750 0.02
H -0.81382 2.19518 -3.11464 0.05
H -2.50186 2.61915 -2.79163 0.02
H 1.35616 3.57486 -1.29576 -0.03
H 0.29830 3.43484 -0.01295 0.03
H 0.93177 5.06874 -0.62441 0.06
C 1.75813 1.32883 -2.54822 -0.31
S 2.53734 2.89922 -3.09202 0.88
O 3.53534 2.54011 -4.22741 -0.58
C 1.07010 3.43461 -4.01783 -0.28
H 2.28360 1.01834 -1.64514 0.04
H 1.75665 0.52015 -3.27907 -0.03
H 0.68281 1.40116 -2.38529 0.00
H 0.71465 2.64429 -4.67902 0.08
H 1.26665 4.38139 -4.52089 0.06
H 0.24103 3.67746 -3.35318 -0.09
C 5.15391 -3.11562 0.84151 -0.22
S 3.51567 -2.50381 1.48887 0.96
O 3.94177 -1.16769 2.05950 -0.70
C 2.73291 -2.16152 -0.15797 -0.39
H 5.51686 -3.70190 1.68571 0.03
H 5.81353 -2.31273 0.51232 0.06
H 4.98466 -3.81420 0.02210 0.05
H 2.27582 -2.99031 -0.69861 0.06
H 3.51718 -1.89499 -0.86647 0.09
H 1.99138 -1.36330 -0.12496 -0.02
```

**Electronic energy**: -5739.016423 a.u.
**Lowest unoccupied orbital energy**: 1.85 eV
**Multiplicity**: 1
**Total charge**: -1

=====

# 2
ORCA calculation (the ωB97M-V functional and the def2-TZVPD basis) on a cluster of 8 separate species, C18H54N14O10 in total.

The geometry in XYZ format:
```
96
Properties=species:S:1:pos:R:3:lowdin_charge:R:1
C 15.24865 -7.59563 -16.35256 -0.11
O 15.74161 -6.52624 -17.12127 -0.18
C 17.13550 -6.37057 -16.92007 -0.22
C 17.60072 -5.21042 -17.75240 -0.21
N 17.46320 -5.50368 -19.16751 -0.06
C 17.92559 -4.47382 -20.07333 -0.21
C 19.44187 -4.45870 -20.19078 -0.24
O 19.83540 -3.27570 -20.85118 -0.18
C 21.22511 -3.11465 -20.82877 -0.13
H 15.59161 -8.54495 -16.78023 0.07
H 14.15832 -7.62807 -16.37562 0.09
H 15.53473 -7.51115 -15.29945 0.08
H 17.63583 -7.31176 -17.17395 0.10
H 17.35042 -6.16402 -15.86184 0.12
H 18.64107 -5.00209 -17.49155 0.11
H 17.01650 -4.32346 -17.46263 0.13
H 16.48584 -5.67724 -19.36529 0.11
H 17.62989 -3.45523 -19.77282 0.12
H 17.52963 -4.65185 -21.07348 0.12
H 19.79263 -5.32728 -20.76509 0.12
H 19.90755 -4.52958 -19.19855 0.11
H 21.76424 -4.01907 -21.13245 0.09
H 21.58207 -2.84924 -19.82156 0.09
H 21.51777 -2.28727 -21.47336 0.09
C 15.20786 -10.69560 -22.42729 -0.10
O 15.14616 -11.52319 -21.27033 -0.19
C 14.69484 -10.80128 -20.14957 -0.25
C 14.72613 -11.70637 -18.94116 -0.21
N 13.75166 -12.78777 -19.11831 -0.08
C 13.82010 -13.81101 -18.08954 -0.22
C 12.79680 -14.89387 -18.35252 -0.24
O 12.45337 -15.49229 -17.12168 -0.19
C 11.44568 -16.46368 -17.24049 -0.12
H 14.19489 -10.40981 -22.72222 0.09
H 15.77056 -11.23773 -23.18003 0.09
H 15.75586 -9.77666 -22.18186 0.08
H 13.68758 -10.41645 -20.33952 0.13
H 15.35676 -9.95774 -19.89338 0.12
H 14.36262 -11.19621 -18.05071 0.11
H 15.71972 -12.15032 -18.78621 0.12
H 13.69037 -13.21850 -20.02833 0.11
H 13.68990 -13.42592 -17.07793 0.12
H 14.82109 -14.27646 -18.13106 0.12
H 13.20286 -15.67436 -19.01262 0.13
H 11.92670 -14.45625 -18.86042 0.12
H 11.82092 -17.40365 -17.66355 0.09
H 10.62272 -16.12498 -17.88136 0.09
H 11.06135 -16.63961 -16.23766 0.09
N 18.92276 -3.40327 -13.62821 0.15
C 18.10618 -4.47176 -13.33994 -0.66
N 18.74363 -5.60871 -12.95027 0.17
O 16.89118 -4.41827 -13.47797 0.00
H 18.42678 -2.56756 -13.88009 0.10
H 19.91264 -3.46608 -13.76414 0.09
H 18.10900 -6.37497 -12.69442 0.05
H 19.69931 -5.61410 -12.64601 0.09
N 19.75569 -10.95980 -18.30609 0.16
C 18.99562 -9.84442 -18.09562 -0.64
N 18.88656 -9.01983 -19.18431 0.17
O 18.38573 -9.65470 -17.05182 0.00
H 20.35974 -11.03562 -19.10367 0.10
H 19.85054 -11.60810 -17.54507 0.11
H 18.25719 -8.23555 -19.18393 0.08
H 19.31184 -9.30820 -20.04699 0.09
N 15.55861 -8.43969 -10.95516 0.19
C 16.08257 -7.61278 -11.89203 -0.62
N 15.37723 -6.50970 -12.21683 0.19
O 17.19952 -7.82362 -12.39931 -0.06
H 16.01282 -9.31976 -10.79557 0.09
H 14.64982 -8.16235 -10.63296 0.10
H 14.63277 -6.13891 -11.65345 0.11
H 15.81989 -5.84049 -12.83999 0.06
N 15.95680 -11.21645 -15.87187 0.18
C 15.90729 -10.54390 -14.66663 -0.63
N 17.02720 -9.81502 -14.48618 0.20
O 14.95997 -10.69392 -13.89362 0.00
H 15.33605 -11.99525 -15.97394 0.09
H 16.80455 -11.09724 -16.40077 0.07
H 17.24707 -9.27883 -13.65899 0.06
H 17.64398 -9.60393 -15.25971 0.07
N 19.27726 -10.06738 -12.00687 0.18
C 20.57709 -10.08312 -12.38758 -0.68
N 21.25442 -8.90178 -12.22796 0.14
O 21.14358 -11.07671 -12.81583 0.02
H 18.75673 -10.92690 -11.96076 0.07
H 18.77497 -9.20072 -11.90494 0.06
H 20.80128 -8.05576 -11.94095 0.08
H 22.21322 -8.90347 -12.51747 0.09
N 15.79262 -11.75300 -11.87977 0.15
C 16.91083 -12.48379 -12.13837 -0.69
N 17.42428 -13.16532 -11.05919 0.14
O 17.49848 -12.45448 -13.20338 0.03
H 15.32999 -11.29462 -12.67009 -0.02
H 15.32571 -11.68382 -10.99440 0.09
H 18.28331 -13.67218 -11.15971 0.10
H 16.91846 -13.20657 -10.19439 0.08
```

**SMILES**: COCCNCCOC.COCCNCCOC.NC(N)=O.NC(N)=O.NC(N)=O.NC(N)=O.NC(N)=O.NC(N)=O
**Energy above the lowest of the compared OMol25 structures with the same formula, charge and spin**: 0.0000 eV
**Electronic energy**: -2237.389195 a.u.
**Lowest unoccupied orbital energy**: 0.45 eV
**Multiplicity**: 1

=====

# 3
ORCA calculation (the ωB97M-V functional and the def2-TZVPD basis) on a cluster of 3 separate species, C18H54N9O3P3 in total.

The geometry in XYZ format:
```
87
Properties=species:S:1:pos:R:3:mulliken_spin:R:1
O -2.43266 -5.31869 -0.57828 0.02
P -2.95770 -4.14300 0.19147 -0.04
N -4.33539 -3.39862 -0.54311 -0.22
C -4.60761 -3.66399 -1.89126 0.04
C -5.26735 -2.40825 0.01525 0.19
N -1.84607 -2.80206 0.54910 -0.16
C -0.41521 -2.89641 0.21507 0.32
C -2.11128 -1.71269 1.56781 0.70
N -3.59124 -4.66248 1.82743 -0.34
C -2.75918 -4.62127 2.98751 0.01
C -4.84086 -5.37005 1.94195 0.14
H -4.31941 -4.66822 -2.20200 0.03
H -4.15663 -2.85557 -2.46674 0.06
H -5.68406 -3.58904 -2.04531 -0.01
H -6.00784 -2.84858 0.68299 0.00
H -5.91079 -1.87509 -0.68463 -0.10
H -4.65812 -1.67470 0.54331 0.09
H 0.31758 -3.01319 1.01350 -0.13
H -0.25408 -3.81569 -0.34801 0.07
H -0.11263 -1.97705 -0.28625 -0.08
H -3.13170 -1.51041 1.89327 0.01
H -1.34646 -1.82648 2.33606 -0.14
H -1.83677 -0.76640 1.10168 -0.16
H -3.39053 -4.23601 3.78818 -0.02
H -2.54595 -5.63962 3.31245 0.01
H -1.86183 -4.03412 2.79231 0.13
H -4.74317 -6.41639 2.23131 0.00
H -5.31248 -5.53543 0.97327 0.02
H -5.45853 -4.74564 2.58746 0.02
O -1.73873 2.91608 -3.36162 -0.01
P -1.39278 1.85250 -2.42583 -0.13
N -1.92859 2.02242 -0.83362 -0.19
C -1.22750 2.80597 0.22243 0.01
C -3.41853 1.80057 -0.65411 0.21
N 0.34630 1.65420 -2.23013 -0.02
C 1.25333 2.29123 -3.20225 0.21
C 0.92861 0.64442 -1.36538 -0.49
N -1.98112 0.40048 -3.03520 -0.05
C -2.06184 0.06011 -4.46838 0.11
C -1.75315 -0.80224 -2.21223 -0.20
H -1.12892 3.84011 -0.10762 -0.07
H -0.17057 2.56730 0.34083 0.31
H -1.72562 2.70921 1.18711 -0.10
H -3.74628 1.50360 0.34213 -0.10
H -3.83718 1.04033 -1.31355 0.05
H -3.85685 2.78484 -0.81902 0.04
H 0.78839 3.23973 -3.47108 0.05
H 2.22192 2.51084 -2.75314 -0.10
H 1.31278 1.63055 -4.06717 0.01
H 0.37238 0.37764 -0.46675 0.08
H 0.85119 -0.24738 -1.98732 0.00
H 1.95287 0.95546 -1.15989 0.35
H -2.82897 -0.70468 -4.58964 -0.03
H -2.37042 0.99981 -4.92647 -0.01
H -1.08311 -0.23576 -4.84608 0.01
H -2.63402 -1.44321 -2.17598 -0.02
H -1.59320 -0.49885 -1.17760 0.07
H -0.91763 -1.36243 -2.63198 0.05
O 2.34677 1.58645 1.47292 0.20
P 3.74829 2.09273 1.33021 -0.08
N 3.78595 3.61935 0.54076 -0.42
C 2.62065 4.22820 0.03684 0.13
C 5.05873 4.26499 0.39057 0.38
N 4.78586 0.99858 0.37207 -0.63
C 4.65514 0.80574 -1.07889 0.27
C 5.19032 -0.31606 1.11993 0.72
N 4.45392 2.22274 2.87165 -1.03
C 5.87450 2.33112 3.09964 0.45
C 3.51859 2.55515 3.88724 0.60
H 2.60695 5.23792 -0.37351 -0.08
H 1.83710 4.30369 0.79081 0.08
H 2.05033 3.64560 -0.68663 0.07
H 5.03721 4.96906 -0.44125 0.01
H 5.95099 3.64590 0.29721 0.00
H 5.19007 4.82310 1.31758 0.05
H 4.09486 1.68527 -1.39609 0.27
H 5.65678 0.98506 -1.46961 -0.26
H 4.12139 -0.10929 -1.33566 0.06
H 6.26256 -0.51180 1.12952 0.08
H 4.88171 -0.29324 2.16508 -0.08
H 4.64166 -1.18551 0.75781 -0.20
H 6.13850 2.68713 4.09547 -0.08
H 6.46159 1.46470 2.79509 0.09
H 6.09212 3.13310 2.39425 -0.05
H 3.96803 3.03736 4.75533 0.10
H 3.19133 1.65535 4.40816 -0.12
H 2.72354 3.14979 3.43735 -0.02
```

**Electronic energy**: -2460.788556 a.u.
**Lowest unoccupied orbital energy (alpha / beta)**: 2.45 / 2.55 eV
**Multiplicity**: 2
**Total charge**: -1